--- P ---
Density functional theory data (ωB97M-V/def2-TZVPD) for a single C4H4N2O molecule.

Computed properties:
Gap between HOMO and LUMO (alpha / beta) (eV): 7.77 / 7.77
Net charge: 0
E_LUMO (alpha / beta) (eV): -0.86 / -0.86
SMILES: N=C=C/C=C\N=O

Positions of all 11 atoms, in Å:
1 N 1.23144 0.31800 -0.89244
2 C 1.40212 -0.71186 -0.22228
3 C 0.27697 -1.43269 0.24394
4 C -0.86008 -0.66994 0.15331
5 C -0.78330 0.67800 -0.31427
6 N -0.32711 1.76790 0.49865
7 O 0.33817 1.47359 1.47996
8 H 1.82150 1.14002 -0.85678
9 H 0.30026 -2.46829 0.55552
10 H -1.83085 -1.12566 0.33500
11 H -1.56912 1.03093 -0.98063

Atom charges from the natural (NBO) analysis, given in e for atoms 1 to 4: atom 1 (N): -0.505, atom 2 (C): 0.301, atom 3 (C): -0.325, atom 4 (C): -0.137

=====

--- Q ---
Density functional theory data (ωB97M-V/def2-TZVPD) for a single C4H4N2O molecule.

Computed properties:
Gap between HOMO and LUMO (alpha / beta) (eV): 7.55 / 7.55
Net charge: 0
E_LUMO (alpha / beta) (eV): -1.48 / -1.48

Positions of all 11 atoms, in Å:
1 O 2.39074 -1.20677 0.00135
2 C 1.22303 -0.85499 -0.00811
3 C 0.85116 0.58352 0.05997
4 C -0.49643 0.85545 0.02323
5 N -1.52219 -0.00319 -0.05764
6 C -1.08484 -1.27956 -0.10573
7 N 0.14877 -1.73727 -0.08471
8 H 1.62002 1.34524 0.13898
9 H -0.76972 1.97003 -0.41656
10 H -0.78968 1.92301 0.55780
11 H -1.87614 -2.03054 -0.17532

Atom charges from the natural (NBO) analysis, given in e for atoms 1 to 4: atom 1 (O): -0.588, atom 2 (C): 0.557, atom 3 (C): -0.190, atom 4 (C): -0.168

=====

--- R ---
Density functional theory data (ωB97M-V/def2-TZVPD) for a single C4H4N2O molecule.

Computed properties:
Gap between HOMO and LUMO (eV): 9.50
Net charge: 0
E_LUMO (eV): -0.69
SMILES: C=CNC(=O)C#N

Positions of all 11 atoms, in Å:
1 C 0.63015 1.11572 -1.72976
2 C 0.21829 1.75801 -0.66264
3 N 0.12950 1.13225 0.65386
4 C -0.31302 -0.13656 0.77034
5 O -0.98412 -0.62266 1.75699
6 C 0.29504 -1.32915 -0.20663
7 N 0.10802 -2.56911 -0.60484
8 H 0.79441 0.15916 -1.56461
9 H 1.08611 1.68930 -2.47739
10 H -0.09338 2.84811 -0.63253
11 H -0.55964 1.89466 1.24757

Atom charges from the natural (NBO) analysis, given in e for atoms 1 to 4: atom 1 (C): -0.424, atom 2 (C): -0.003, atom 3 (N): -0.611, atom 4 (C): 0.636

=====

--- S ---
Density functional theory data (ωB97M-V/def2-TZVPD) for a single C4H4N2O molecule.

Computed properties:
Gap between HOMO and LUMO (eV): 9.84
Net charge: 0
E_LUMO (eV): 0.19
SMILES: O=Cc1cnc[nH]1

Positions of all 11 atoms, in Å:
1 O -2.38256 -1.31369 0.09850
2 C -1.86816 -0.21955 0.00971
3 C -0.43195 0.04832 0.03464
4 C 0.24057 1.22623 -0.16473
5 N 1.59177 1.01911 -0.25144
6 C 1.74079 -0.26949 -0.08025
7 N 0.56019 -0.91872 0.08653
8 H -2.47272 0.69652 -0.13965
9 H -0.19538 2.21435 -0.19956
10 H 2.69058 -0.79358 -0.12523
11 H 0.52687 -1.68949 0.73148

Atom charges from the natural (NBO) analysis, given in e for atoms 1 to 4: atom 1 (O): -0.527, atom 2 (C): 0.399, atom 3 (C): -0.069, atom 4 (C): -0.011

=====

Top of the stability list: S, leading by 3.685 eV.

=====

--- P ---
Density functional theory data (ωB97M-V/def2-TZVPD) for a single C4H4N2O molecule.

Computed properties:
Gap between HOMO and LUMO (eV): 9.21
Net charge: 0
E_LUMO (eV): -0.04
SMILES: O=Cc1cnc[nH]1

Positions of all 11 atoms, in Å:
1 O -2.34039 -1.39735 -0.00738
2 C -1.85724 -0.28494 0.05332
3 C -0.42884 -0.00697 -0.01321
4 C 0.21439 1.17009 -0.29639
5 N 1.56429 1.00374 -0.46498
6 C 1.75098 -0.19055 0.00928
7 N 0.57976 -0.94301 0.15840
8 H -2.48731 0.62398 0.13651
9 H -0.04528 2.17942 -0.04186
10 H 2.57663 -0.27586 0.70596
11 H 0.47302 -1.87855 -0.23964

Atom charges from the natural (NBO) analysis, given in e for atoms 1 to 4: atom 1 (O): -0.532, atom 2 (C): 0.394, atom 3 (C): -0.048, atom 4 (C): -0.040

=====

--- Q ---
Density functional theory data (ωB97M-V/def2-TZVPD) for a single C4H4N2O molecule.

Computed properties:
Gap between HOMO and LUMO (eV): 9.25
Net charge: 0
E_LUMO (eV): -0.18
SMILES: [H]/N=c1\ccocn1

Positions of all 11 atoms, in Å:
1 H 2.35819 0.58552 0.27584
2 N 2.31900 -0.51029 0.26703
3 C 0.99374 -0.47104 0.10578
4 C 0.42275 0.86592 -0.08633
5 C -1.00860 1.05711 -0.02105
6 O -1.71217 -0.16450 0.44067
7 C -1.22948 -1.31316 0.05073
8 N 0.04465 -1.57499 -0.18773
9 H 1.05599 1.77692 -0.20996
10 H -1.45628 1.91155 -0.34467
11 H -1.78781 -2.16303 -0.29030

Atom charges from the natural (NBO) analysis, given in e for atoms 1 to 4: atom 1 (H): 0.319, atom 2 (N): -0.550, atom 3 (C): 0.313, atom 4 (C): -0.308

=====

--- R ---
Density functional theory data (ωB97M-V/def2-TZVPD) for a single C4H4N2O molecule.

Computed properties:
Gap between HOMO and LUMO (eV): 9.74
Net charge: 0
E_LUMO (eV): 0.39
SMILES: O=c1cc[nH]cn1

Positions of all 11 atoms, in Å:
1 O -1.92465 1.71047 -0.78753
2 C -1.05525 0.87977 -0.61751
3 C -1.22879 -0.31018 0.24577
4 C -0.13478 -0.87981 0.78307
5 N 1.11576 -0.44011 0.38750
6 C 1.21453 0.43592 -0.66093
7 N 0.22216 1.02690 -1.21584
8 H -2.23347 -0.62043 0.51872
9 H -0.15028 -1.68125 1.51816
10 H 1.94987 -0.75820 0.85147
11 H 2.22490 0.63692 -1.02289

Atom charges from the natural (NBO) analysis, given in e for atoms 1 to 4: atom 1 (O): -0.560, atom 2 (C): 0.601, atom 3 (C): -0.346, atom 4 (C): 0.021

=====

Top of the stability list: R, leading by 1.528 eV.

=====

--- P ---
Density functional theory data (ωB97M-V/def2-TZVPD) for a single C4H4FN molecule.

Computed properties:
Gap between HOMO and LUMO (eV): 10.65
Net charge: 0
E_LUMO (eV): 0.39
SMILES: N#C/C=C\CF

Positions of all 10 atoms, in Å:
1 N -1.16946 -1.74766 1.15371
2 C -0.20962 -1.17412 0.81301
3 C 1.02630 -0.51067 0.52479
4 C 1.26201 0.59002 -0.22145
5 C 0.14937 1.32599 -1.01179
6 F -1.09093 0.77959 -0.74714
7 H 1.82760 -0.97771 1.02119
8 H 2.24999 1.02742 -0.32648
9 H 0.22064 2.36150 -0.60372
10 H 0.33803 1.41873 -2.07007

Atom charges from the natural (NBO) analysis, given in e for atoms 1 to 4: atom 1 (N): -0.294, atom 2 (C): 0.255, atom 3 (C): -0.327, atom 4 (C): -0.132

=====

--- Q ---
Density functional theory data (ωB97M-V/def2-TZVPD) for a single C4H4FN molecule.

Computed properties:
Gap between HOMO and LUMO (eV): 9.51
Net charge: 0
E_LUMO (eV): 0.96
SMILES: Fc1cc[nH]c1

Positions of all 10 atoms, in Å:
1 F -1.14163 -1.38108 -1.00061
2 C -0.40973 -0.48010 -0.39220
3 C 0.29986 -0.74474 0.84304
4 C 0.93989 0.45188 1.18460
5 N 0.61616 1.35055 0.22296
6 C -0.21508 0.81552 -0.74022
7 H 0.32631 -1.70917 1.34854
8 H 1.49312 0.72266 2.08914
9 H 1.02067 2.29515 0.22025
10 H -0.56816 1.41198 -1.58448

Atom charges from the natural (NBO) analysis, given in e for atoms 1 to 4: atom 1 (F): -0.306, atom 2 (C): 0.325, atom 3 (C): -0.374, atom 4 (C): -0.056

=====

--- R ---
Density functional theory data (ωB97M-V/def2-TZVPD) for a single C4H4FN molecule.

Computed properties:
Gap between HOMO and LUMO (eV): 11.81
Net charge: 0
E_LUMO (eV): 0.87
SMILES: C=C[C@@H](F)C#N

Positions of all 10 atoms, in Å:
1 C 1.50626 -0.64797 0.09385
2 C 0.54820 0.03149 -0.52097
3 C -0.63039 0.54321 0.30860
4 F -0.72192 1.83367 -0.15175
5 C -1.88167 -0.20977 0.08891
6 N -2.81975 -0.81021 -0.20979
7 H 1.55201 -0.60181 1.18085
8 H 2.33527 -0.98788 -0.50299
9 H 0.48356 0.17741 -1.59862
10 H -0.37156 0.67186 1.31190

Atom charges from the natural (NBO) analysis, given in e for atoms 1 to 4: atom 1 (C): -0.368, atom 2 (C): -0.188, atom 3 (C): 0.087, atom 4 (F): -0.338

=====

--- S ---
Density functional theory data (ωB97M-V/def2-TZVPD) for a single C4H4FN molecule.

Computed properties:
Gap between HOMO and LUMO (alpha / beta) (eV): 9.17 / 7.43
Net charge: 0
E_LUMO (alpha / beta) (eV): 0.09 / -1.11

Positions of all 10 atoms, in Å:
1 C -1.97498 -0.20704 0.09414
2 C 0.36918 0.70244 -0.07678
3 C -0.68841 -0.01818 0.66533
4 C 1.36965 -0.36516 -0.51979
5 N -3.06058 -0.45373 -0.16872
6 F 2.23329 -0.80438 0.36564
7 H -0.04295 1.06824 -1.14629
8 H 0.87157 1.57651 0.50775
9 H -0.35704 -0.48051 1.64625
10 H 1.28027 -1.01819 -1.36751

Atom charges from the natural (NBO) analysis, given in e for atoms 1 to 4: atom 1 (C): 0.196, atom 2 (C): -0.542, atom 3 (C): -0.226, atom 4 (C): 0.294

=====

Top of the stability list: Q, leading by 0.818 eV.